DFT (the ωB97M-V functional and the def2-TZVPD basis) results for a 9-piece molecular cluster, C18H52ClO12 overall in a non-equilibrium geometry.

electronic energy = -56596.6354 eV
HOMO-LUMO gap = 9.82 eV
multiplicity = 1
charge = -1
energy relative to the best compared isomer or geometry (same formula, charge and spin) = 36.67 kcal/mol

Each atom is followed by the atoms it is bonded to, with distances in Å.
Positions of all 83 atoms, in Å:
1 Cl -0.5264 1.2140 -0.2873  O2 1.425, O3 1.463, O4 1.429, O5 1.443
2 O -1.4714 0.1499 -0.3551  Cl1 1.425
3 O 0.7507 0.7602 0.2628  Cl1 1.463
4 O -0.1558 1.7082 -1.5757  Cl1 1.429
5 O -0.9978 2.2484 0.6015  Cl1 1.443
6 O 1.1751 4.0765 -0.1585  H7 0.961, H8 0.969
7 H 0.7866 4.2911 -1.0114  O6 0.961
8 H 0.4637 3.6341 0.3277  O6 0.969
9 O 2.5856 2.3703 -3.7408  H10 0.962, H11 0.967
10 H 3.0866 1.6389 -3.3678  O9 0.962
11 H 1.8703 2.5174 -3.1074  O9 0.967
12 C -4.6207 1.9266 1.8054  C13 1.515, H16 1.092, H17 1.092, H18 1.093
13 C -4.0783 2.1645 3.1996  C12 1.515, C14 1.522, O15 1.420, H19 1.097
14 C -4.9259 1.4979 4.2736  C13 1.522, H20 1.097, H21 1.089, H22 1.088
15 O -2.7419 1.7030 3.3371  C13 1.420, H23 0.963
16 H -4.4984 0.8836 1.5053  C12 1.092
17 H -4.1482 2.5586 1.0504  C12 1.092
18 H -5.6766 2.1920 1.7119  C12 1.093
19 H -4.1562 3.2214 3.4839  C13 1.097
20 H -4.8519 0.4263 4.0524  C14 1.097
21 H -5.9807 1.7632 4.2183  C14 1.089
22 H -4.4958 1.6601 5.2602  C14 1.088
23 H -2.4302 1.3949 2.4791  O15 0.963
24 C 0.4710 -1.5309 3.5184  C25 1.526, H28 1.093, H29 1.092, H30 1.090
25 C 1.8966 -1.9011 3.1182  C24 1.526, C26 1.530, O27 1.417, H31 1.093
26 C 1.8790 -3.2253 2.3519  C25 1.530, H32 1.093, H33 1.091, H34 1.090
27 O 2.4326 -0.8720 2.3051  C25 1.417, H35 0.966
28 H -0.0476 -2.4190 3.8891  C24 1.093
29 H -0.0893 -1.1613 2.6575  C24 1.092
30 H 0.4553 -0.7889 4.3171  C24 1.090
31 H 2.5474 -2.0023 3.9906  C25 1.093
32 H 1.2231 -3.1438 1.4820  C26 1.093
33 H 1.4828 -3.9903 3.0210  C26 1.091
34 H 2.8714 -3.4246 1.9467  C26 1.090
35 H 1.7062 -0.4590 1.8209  O27 0.966
36 C -0.5459 1.5136 -5.5357  C37 1.568, H40 1.092, H41 1.087, H42 1.094
37 C -1.8129 0.6711 -5.1572  C36 1.568, C38 1.535, O39 1.432, H43 1.090
38 C -1.5232 -0.8271 -4.9943  C37 1.535, H44 1.089, H45 1.091, H46 1.093
39 O -2.1100 1.2420 -3.8780  C37 1.432, H47 0.968
40 H 0.3135 1.2011 -4.9392  C36 1.092
41 H -0.7473 2.5467 -5.2661  C36 1.087
42 H -0.3484 1.3741 -6.6021  C36 1.094
43 H -2.5719 0.9895 -5.8716  C37 1.090
44 H -2.3167 -1.3255 -4.4392  C38 1.089
45 H -0.5622 -0.9152 -4.4846  C38 1.091
46 H -1.4276 -1.3653 -5.9405  C38 1.093
47 H -1.3311 0.9691 -3.3718  O39 0.968
48 C -4.3984 -3.7579 1.1399  C49 1.527, H52 1.090, H53 1.090, H54 1.093
49 C -3.1884 -2.8571 0.9058  C48 1.527, C50 1.517, O51 1.434, H55 1.096
50 C -1.8534 -3.5779 0.9108  C49 1.517, H56 1.091, H57 1.094, H58 1.093
51 O -3.4284 -2.1429 -0.3137  C49 1.434, H59 0.963
52 H -4.6361 -4.4057 0.2956  C48 1.090
53 H -5.2678 -3.1384 1.3612  C48 1.090
54 H -4.2707 -4.4245 1.9971  C48 1.093
55 H -3.1407 -2.0660 1.6627  C49 1.096
56 H -0.9771 -2.9338 0.8211  C50 1.091
57 H -1.7726 -4.2643 0.0631  C50 1.094
58 H -1.7169 -4.1410 1.8371  C50 1.093
59 H -3.0765 -1.2599 -0.1572  O51 0.963
60 C 1.4611 -3.9668 -1.8579  C61 1.511, H64 1.092, H65 1.095, H66 1.092
61 C 2.0665 -2.7808 -2.5710  C60 1.511, C62 1.513, O63 1.449, H67 1.100
62 C 2.0092 -1.4744 -1.8096  C61 1.513, H68 1.088, H69 1.093, H70 1.097
63 O 3.4304 -3.1704 -2.8657  C61 1.449, H71 0.966
64 H 0.4842 -3.7630 -1.4153  C60 1.092
65 H 2.0796 -4.3411 -1.0361  C60 1.095
66 H 1.4846 -4.8337 -2.5224  C60 1.092
67 H 1.5743 -2.5578 -3.5289  C61 1.100
68 H 0.9945 -1.1563 -1.5811  C62 1.088
69 H 2.4718 -0.6268 -2.3223  C62 1.093
70 H 2.5295 -1.5836 -0.8505  C62 1.097
71 H 3.8962 -2.3932 -2.5311  O63 0.966
72 C 4.0706 2.6014 1.6153  C73 1.531, H76 1.094, H77 1.090, H78 1.092
73 C 4.4955 4.0565 1.3993  C72 1.531, C74 1.530, O75 1.455, H79 1.096
74 C 5.9975 4.3315 1.4894  C73 1.530, H80 1.087, H81 1.094, H82 1.092
75 O 4.0055 4.5573 0.1242  C73 1.455, H83 0.972
76 H 3.0478 2.4343 1.2660  C72 1.094
77 H 4.0623 2.3130 2.6668  C72 1.090
78 H 4.6619 1.8959 1.0284  C72 1.092
79 H 3.9131 4.7225 2.0457  C73 1.096
80 H 6.5644 3.6891 0.8207  C74 1.087
81 H 6.3867 4.2289 2.5072  C74 1.094
82 H 6.1405 5.4062 1.3577  C74 1.092
83 H 3.0924 4.2239 0.1442  O75 0.972

Atom charges from the Mulliken analysis, given in e for atoms 1 to 6: number 1, Cl, carries 1.38; number 2, O, carries -0.47; number 3, O, carries -0.50; number 4, O, carries -0.54; number 5, O, carries -0.82; number 6, O, carries -0.59